Entry 1:
{
  "formula": "C4H7N2O",
  "method": "wB97M-V/def2-TZVPD",
  "spin_multiplicity": 3,
  "de_lowest_kcal_mol": 77.78,
  "s_squared": 2.036,
  "homo_lumo_gap_ev": [6.29, 6.43],
  "homo_energy_ev": [-11.36, -16.06],
  "total_charge": 1,
  "e_tot_ha": -340.85410,
  "symbols": ["C", "C", "C", "C", "N", "N", "O", "H", "H", "H", "H", "H", "H", "H"],
  "positions_angstrom": [[-0.575, -0.603, -0.754], [0.193, -1.852, -0.541], [0.009, 0.908, 1.572], [0.297, 0.674, -0.393], [-0.575, 2.737, -1.283], [-0.117, 1.813, -0.883], [-1.682, -0.466, -1.143], [-0.498, -2.691, -0.490], [0.812, -1.820, 0.351], [0.849, -2.012, -1.399], [0.422, 0.002, 1.976], [0.560, 1.806, 1.799], [-1.065, 0.992, 1.658], [1.368, 0.511, -0.471]],
  "mulliken_spin": [-0.006, 0.095, 0.546, 0.236, 0.519, 0.118, 0.448, 0.001, 0.003, -0.011, 0.016, 0.011, 0.010, 0.013]
}



Entry 2:
{
  "formula": "C2H7O2PS",
  "method": "wB97M-V/def2-TZVPD",
  "spin_multiplicity": 1,
  "de_lowest_kcal_mol": 48.78,
  "homo_lumo_gap_ev": [6.98, 6.93],
  "homo_energy_ev": [-8.30, -8.27],
  "total_charge": 0,
  "e_tot_ha": -970.35197,
  "symbols": ["C", "C", "O", "O", "P", "S", "H", "H", "H", "H", "H", "H", "H"],
  "positions_angstrom": [[0.922, -1.762, -0.560], [-1.265, 0.956, -1.091], [2.240, 0.408, 0.342], [0.128, 0.864, -0.849], [0.807, -0.209, 0.131], [-0.551, 0.683, 2.714], [-0.006, -2.147, -0.957], [1.469, -2.483, 0.018], [-1.823, 0.197, -0.544], [-1.437, 0.833, -2.163], [-1.605, 1.943, -0.777], [2.234, 1.224, 0.858], [-1.113, -0.506, 2.879]],
  "lowdin_charge": [-0.145, -0.126, -0.171, -0.329, 0.656, 0.124, 0.003, 0.000, 0.078, 0.092, 0.090, 0.084, -0.356]
}



Entry 3:
{
  "formula": "C4H3NOS",
  "method": "wB97M-V/def2-TZVPD",
  "spin_multiplicity": 1,
  "de_lowest_kcal_mol": 35.45,
  "homo_lumo_gap_ev": 9.40,
  "homo_energy_ev": -8.93,
  "total_charge": 0,
  "e_tot_ha": -682.31422,
  "smiles": "C=C1S[C@@H]1N=C=O",
  "symbols": ["C", "C", "C", "C", "N", "O", "S", "H", "H", "H"],
  "positions_angstrom": [[0.798, 0.670, 0.539], [0.395, -0.515, -0.235], [-1.325, 1.601, 0.627], [0.081, -1.397, -1.223], [-0.112, 1.795, 0.727], [-2.483, 1.562, 0.820], [0.786, -0.825, 1.432], [1.847, 0.800, 0.408], [0.163, -2.500, -0.879], [-0.150, -1.191, -2.216]],
  "lowdin_charge": [-0.597, -0.562, -0.299, 0.011, 0.134, 0.185, 0.925, 0.086, 0.094, 0.024]
}



Entry 4:
{
  "formula": "C34H45GeN4O4SZn",
  "method": "wB97M-V/def2-TZVPD",
  "spin_multiplicity": 2,
  "de_lowest_kcal_mol": 4.82,
  "s_squared": 0.759,
  "homo_lumo_gap_ev": [8.02, 5.36],
  "homo_energy_ev": [-12.89, -13.08],
  "total_charge": 2,
  "e_tot_ha": -6096.58946,
  "symbols": ["Zn", "C", "O", "C", "C", "O", "C", "H", "H", "H", "H", "H", "H", "H", "H", "H", "H", "C", "Ge", "C", "C", "C", "C", "C", "C", "C", "C", "C", "C", "C", "C", "C", "C", "C", "C", "H", "H", "H", "H", "H", "H", "H", "H", "H", "H", "H", "H", "H", "H", "H", "C", "N", "C", "N", "O", "H", "H", "H", "H", "H", "H", "C", "C", "C", "N", "C", "S", "N", "C", "O", "C", "C", "C", "C", "C", "C", "H", "H", "H", "H", "H", "H", "H", "H", "H", "H", "H", "H", "H", "H"],
  "positions_angstrom": [[0.275, 0.610, 1.671], [-0.107, 3.092, 3.656], [-0.549, 1.768, 3.331], [-1.925, 1.586, 3.682], [-2.301, 0.139, 3.483], [-1.771, -0.299, 2.229], [-2.442, -1.470, 1.735], [-0.144, 3.228, 4.738], [-0.746, 3.827, 3.169], [0.915, 3.189, 3.303], [-2.545, 2.239, 3.062], [-2.064, 1.860, 4.732], [-3.391, 0.061, 3.458], [-1.918, -0.506, 4.280], [-2.773, -2.084, 2.571], [-1.738, -2.034, 1.131], [-3.302, -1.165, 1.135], [1.035, 2.980, -1.145], [-0.448, 1.921, -0.446], [-1.067, 0.647, -1.783], [-1.067, -0.734, -1.610], [-1.485, -1.574, -2.633], [-1.908, -1.035, -3.840], [-1.916, 0.340, -4.020], [-1.495, 1.179, -2.998], [-1.807, 3.073, 0.287], [-1.440, 4.392, 0.487], [-2.362, 5.354, 0.930], [-3.641, 4.976, 1.225], [-4.061, 3.632, 1.077], [-5.383, 3.246, 1.405], [-5.785, 1.948, 1.263], [-4.879, 0.983, 0.780], [-3.596, 1.329, 0.456], [-3.145, 2.662, 0.595], [0.614, 3.640, -1.906], [1.758, 2.330, -1.634], [1.532, 3.586, -0.390], [-0.752, -1.167, -0.666], [-1.492, -2.646, -2.487], [-2.237, -1.686, -4.638], [-2.251, 0.762, -4.958], [-1.510, 2.251, -3.158], [-0.425, 4.706, 0.276], [-2.058, 6.386, 1.036], [-4.356, 5.706, 1.582], [-6.073, 3.998, 1.763], [-6.798, 1.662, 1.509], [-5.212, -0.038, 0.646], [-2.919, 0.575, 0.072], [1.779, -0.324, 4.693], [2.950, 0.411, 4.255], [3.004, 1.168, 3.151], [4.156, 1.811, 2.889], [2.033, 1.317, 2.371], [1.793, -0.385, 5.779], [1.754, -1.333, 4.282], [0.881, 0.221, 4.402], [3.797, 0.294, 4.788], [4.944, 1.794, 3.511], [4.195, 2.404, 2.079], [2.171, -5.653, -2.102], [0.840, -5.105, -1.606], [0.982, -4.029, -0.541], [1.555, -2.808, -1.123], [1.712, -1.670, -0.486], [1.276, -1.554, 1.173], [2.210, -0.576, -1.115], [2.503, -0.329, -2.493], [2.278, 0.776, -2.906], [3.124, -1.403, -3.299], [4.111, -2.227, -2.758], [4.764, -3.136, -3.574], [4.411, -3.241, -4.914], [3.420, -2.428, -5.449], [2.785, -1.493, -4.648], [2.014, -6.422, -2.855], [2.737, -6.098, -1.283], [2.793, -4.880, -2.554], [0.246, -5.911, -1.173], [0.255, -4.708, -2.441], [1.625, -4.367, 0.274], [0.010, -3.773, -0.115], [1.875, -2.867, -2.084], [2.117, 0.285, -0.587], [4.390, -2.134, -1.715], [5.549, -3.758, -3.169], [4.918, -3.956, -5.546], [3.157, -2.510, -6.494], [2.039, -0.826, -5.055]],
  "mulliken_spin": [0.347, 0.009, 0.012, -0.001, -0.004, 0.153, -0.023, 0.001, 0.000, -0.008, 0.003, -0.002, 0.000, 0.003, 0.000, 0.005, 0.001, 0.070, -0.027, 0.117, -0.088, 0.011, -0.002, 0.005, 0.015, 0.188, 0.107, -0.019, 0.081, -0.032, 0.017, -0.009, 0.026, 0.009, 0.006, 0.013, -0.017, 0.004, -0.005, 0.000, -0.001, 0.000, 0.003, 0.007, 0.002, 0.002, 0.000, 0.000, 0.000, -0.027, 0.000, 0.000, 0.006, 0.000, -0.052, 0.000, 0.000, 0.001, 0.000, 0.000, 0.000, 0.000, 0.001, 0.007, 0.005, 0.001, 0.061, 0.003, 0.002, -0.002, 0.001, 0.000, 0.000, 0.000, 0.000, 0.000, 0.000, 0.000, 0.000, 0.000, 0.000, -0.002, -0.002, 0.000, 0.020, 0.000, 0.000, 0.000, 0.000, 0.000]
}



Entry 5:
{
  "formula": "C9H14",
  "method": "wB97M-V/def2-TZVPD",
  "spin_multiplicity": 1,
  "de_lowest_kcal_mol": 54.96,
  "homo_lumo_gap_ev": 9.98,
  "homo_energy_ev": -8.96,
  "total_charge": 0,
  "e_tot_ha": -351.24261,
  "smiles": "Cc1ccccc1.CC",
  "symbols": ["C", "C", "C", "C", "C", "C", "C", "H", "H", "H", "H", "H", "H", "H", "H", "C", "C", "H", "H", "H", "H", "H", "H"],
  "positions_angstrom": [[1.739, -3.242, 0.848], [-0.392, -0.279, -0.137], [0.596, 0.699, -0.226], [-0.052, -1.642, 0.084], [1.281, -1.896, 0.165], [1.946, 0.390, -0.361], [2.313, -0.932, -0.126], [-1.450, -0.009, -0.042], [0.310, 1.723, -0.397], [-0.575, -2.510, 0.467], [2.675, 1.137, -0.645], [1.154, -3.588, 1.543], [2.760, -2.949, 1.254], [3.429, -1.015, 0.241], [1.884, -3.872, -0.054], [-3.729, 2.730, -0.480], [-2.392, 3.050, 0.064], [-3.764, 3.406, -1.374], [-3.561, 1.689, -0.846], [-4.596, 3.063, 0.224], [-2.152, 2.568, 0.948], [-1.521, 2.891, -0.653], [-2.463, 4.201, 0.353]],
  "lowdin_charge": [-0.027, -0.067, -0.109, -0.059, -0.277, -0.104, -0.059, 0.093, 0.073, 0.111, 0.100, 0.000, 0.090, 0.140, 0.092, -0.206, -0.242, 0.071, 0.068, 0.106, 0.024, 0.074, 0.107]
}



Entry 6:
{
  "formula": "C2H9NO",
  "method": "wB97M-V/def2-TZVPD",
  "spin_multiplicity": 2,
  "de_lowest_kcal_mol": 33.27,
  "s_squared": 0.756,
  "homo_lumo_gap_ev": [11.13, 3.83],
  "homo_energy_ev": [-14.52, -13.70],
  "total_charge": 1,
  "e_tot_ha": -211.19239,
  "symbols": ["C", "N", "H", "H", "H", "H", "H", "H", "C", "O", "H", "H", "H"],
  "positions_angstrom": [[-1.012, 0.206, -2.031], [0.533, -1.246, 2.825], [-0.098, -0.219, -2.443], [-1.496, -0.619, -1.475], [-1.729, 0.629, -2.723], [1.507, -0.951, 2.813], [0.008, -0.614, 2.231], [0.465, -2.171, 2.411], [0.423, 1.004, -0.295], [-0.693, 1.191, -1.104], [0.562, 1.906, 0.293], [0.231, 0.155, 0.383], [1.299, 0.728, -0.886]],
  "mulliken_spin": [0.024, 0.131, 0.025, 0.076, 0.011, -0.004, -0.004, -0.004, 0.028, 0.619, 0.002, 0.067, 0.029]
}



Entry 7:
{
  "formula": "C4H11N2O",
  "method": "wB97M-V/def2-TZVPD",
  "spin_multiplicity": 2,
  "de_lowest_kcal_mol": 20.40,
  "s_squared": 0.751,
  "homo_lumo_gap_ev": [3.03, 7.22],
  "homo_energy_ev": [4.18, -0.04],
  "total_charge": -2,
  "e_tot_ha": -343.55581,
  "symbols": ["C", "O", "C", "C", "C", "N", "N", "H", "H", "H", "H", "H", "H", "H", "H", "H", "H", "H"],
  "positions_angstrom": [[-1.033, -0.157, 1.422], [-1.582, -1.303, 2.050], [-0.430, -0.594, -0.018], [0.619, 0.240, -0.613], [0.318, 1.545, -1.322], [1.655, 2.002, -1.773], [0.120, -1.979, 0.274], [-1.669, 0.792, 1.213], [-0.169, 0.123, 2.035], [-1.348, -0.786, -0.635], [1.056, -0.415, -1.422], [1.392, 0.274, 0.227], [-0.295, 2.283, -0.663], [-0.207, 1.300, -2.225], [2.352, 1.617, -1.229], [1.817, 3.006, -1.728], [-0.568, -2.305, 0.941], [1.033, -1.828, 0.764]],
  "mulliken_spin": [0.069, -0.007, -0.321, 0.512, 0.954, 1.351, 0.002, 0.042, -0.039, -0.011, 0.115, 0.193, -0.451, 0.155, -0.433, -1.127, -0.007, 0.002]
}